Computed, not measured: a molecular structure, C4H14N2O at a distorted geometry, with the ωB97M-V functional and the def2-TZVPD basis.

The geometry in XYZ format:
```
21
Properties=species:S:1:pos:R:3:lowdin_charge:R:1
C -1.646 6.175 -0.557 -0.1112
C -1.270 7.024 -1.803 -0.1352
C -0.008 6.451 -2.471 -0.1742
C 2.345 5.913 -2.105 0.0060
N 1.104 6.498 -1.543 0.2717
N -2.901 5.492 -0.813 0.4075
H -1.728 6.816 0.307 0.1594
H -0.832 5.423 -0.427 0.1945
H -1.020 8.025 -1.482 0.1347
H -2.193 7.037 -2.434 0.1440
H 0.173 7.057 -3.424 0.2122
H -0.307 5.415 -2.768 0.1705
H 3.104 6.016 -1.296 0.1168
H 2.316 4.782 -2.295 0.1830
H 6.246 -57.007 17.105 0.0000
H 6.201 -56.598 17.674 0.0000
H -2.941 4.984 -2.002 -0.0629
H -3.453 5.246 -0.018 0.1568
H -3.226 4.164 -3.560 0.0884
H 2.720 6.365 -3.077 0.1677
O -2.684 4.721 -3.013 0.0704
```

As for the net charge: +2. The energy above the lowest of the compared OMol25 structures with the same formula, charge and spin is 293.06 kcal per mole. As for the energy: -344.48291 Eh. The orbital gap comes out at 1.36 eV. For the largest force on an atom, the calculation gives 4.58 eV/A.